No. 1
This record from the OMol25 dataset describes a molecular structure, C6H12O in a non-equilibrium geometry. The level of theory is wB97M-V/def2-TZVPD.

Results
HOMO energy: -8.27 eV
Multiplicity: 1
Electronic energy: -310.90966 Ha
Energy relative to the best compared isomer or geometry (same formula, charge and spin): 93.9 kcal per mole
Molar mass: 100.16 u

CARTESIAN COORDINATES (ANGSTROEM)
C1 -1.420 1.146 1.525
C2 -0.258 0.265 1.086
O1 0.154 -0.607 2.131
C3 -0.553 -0.687 -0.037
C4 -0.395 0.211 -1.660
C5 0.472 -0.906 -1.095
C6 1.939 -0.610 -0.845
H1 -1.618 1.926 0.776
H2 -1.185 1.634 2.479
H3 -2.331 0.545 1.646
H4 0.639 0.890 0.944
H5 -0.379 -1.413 2.050
H6 -1.481 -0.123 -0.835
H7 0.030 1.211 -1.605
H8 -0.931 -0.012 -2.587
H9 0.344 -1.849 -1.634
H10 2.106 0.420 -0.510
H11 2.529 -0.760 -1.758
H12 2.338 -1.280 -0.072

natural (NBO) atomic charge list, values in e, 4 entries: -0.626, 0.016, -0.709, -0.210

=====

No. 2
This record from the OMol25 dataset describes C17H12FN5S in the gas phase in a non-equilibrium geometry. The level of theory is wB97M-V/def2-TZVPD.

Results
HOMO energy: -9.04 eV
Multiplicity: 1
SMILES: Fc1cccc(CSc2nnc3ccc(-c4ccncc4)nn23)c1
Electronic energy: -1426.82708 Ha
Molar mass: 337.38 u

CARTESIAN COORDINATES (ANGSTROEM)
F1 -1.408 -2.624 0.590
C1 -0.170 -2.125 0.785
C2 0.099 -1.446 1.961
C3 1.377 -0.950 2.155
C4 2.351 -1.123 1.188
C5 2.061 -1.790 0.001
C6 3.074 -1.858 -1.090
S1 2.715 -0.525 -2.327
C7 2.591 0.782 -1.178
N1 3.569 1.440 -0.606
N2 3.073 2.286 0.284
C8 1.761 2.159 0.279
C9 0.724 2.739 1.030
C10 -0.545 2.311 0.782
C11 -0.790 1.324 -0.223
C12 -2.139 0.835 -0.535
C13 -2.293 -0.320 -1.304
C14 -3.571 -0.776 -1.576
N3 -4.666 -0.167 -1.153
C15 -4.525 0.935 -0.440
C16 -3.297 1.480 -0.101
N4 0.179 0.789 -0.918
N5 1.401 1.197 -0.656
C17 0.783 -2.298 -0.199
H1 -0.677 -1.320 2.698
H2 1.613 -0.419 3.065
H3 3.343 -0.725 1.348
H4 4.087 -1.694 -0.727
H5 3.017 -2.781 -1.662
H6 0.962 3.481 1.774
H7 -1.370 2.705 1.351
H8 -1.422 -0.837 -1.671
H9 -3.729 -1.672 -2.160
H10 -5.446 1.407 -0.123
H11 -3.261 2.393 0.472
H12 0.529 -2.813 -1.112

natural (NBO) atomic charge list, values in e, 4 entries: -0.334, 0.473, -0.320, -0.179